a | The following is a quantum chemistry calculation of the molecule C4H11NS, from OMol25.

The geometry in ORCA input format:
```
! RIJCOSX wB97M-V def2-TZVPD def2/J DEFGRID3
* xyz 0 1
C -1.227 -1.376 0.316
C -0.725 -0.324 -0.702
N 0.140 -0.949 -1.704
C 0.018 0.825 -0.019
C 1.060 0.462 1.042
S 1.712 1.847 1.993
H -0.477 -2.152 0.372
H -1.355 -0.811 1.242
H -2.221 -1.707 0.019
H -1.584 0.124 -1.205
H -0.286 -1.013 -2.620
H 0.961 -0.390 -1.923
H -0.566 1.662 0.370
H 0.587 1.357 -0.799
H 1.856 -0.222 0.764
H 0.520 -0.136 1.790
H 1.587 2.805 1.064
*
```

Its HOMO energy is -9.0 eV. As for the SMILES: C[C@H](N)CCS. The value obtained for the LUMO energy is 0.97 eV.


b | The following is a quantum chemistry calculation of a cluster of 2 separate species, C4H11NS in total, from OMol25.

The geometry in ORCA input format:
```
! RIJCOSX wB97M-V def2-TZVPD def2/J DEFGRID3
* xyz 0 1
C 2.073 1.225 2.967
N 1.433 0.219 3.366
C 0.184 0.447 4.064
H 2.884 1.136 2.256
H 1.805 2.263 3.222
H 0.200 -0.092 5.003
H -0.604 -0.029 3.484
H -0.078 1.512 4.144
C 0.300 -1.137 -3.734
S -0.741 0.307 -3.746
C -2.030 -0.269 -2.623
H 0.593 -1.407 -2.715
H 1.137 -0.991 -4.404
H -0.217 -2.051 -4.048
H -2.929 0.312 -2.820
H -2.269 -1.310 -2.829
H -1.740 -0.135 -1.586
*
```

Its HOMO energy is -8.5 eV. As for the SMILES: C=NC.CSC. The value obtained for the LUMO energy is 0.87 eV.


c | The following is a quantum chemistry calculation of a cluster of 2 separate species, C4H11NS in total, from OMol25.

The geometry in ORCA input format:
```
! RIJCOSX wB97M-V def2-TZVPD def2/J DEFGRID3
* xyz 0 1
C -0.462 0.882 0.455
C -0.129 -0.295 2.627
C 0.585 0.401 -3.024
C -0.481 -0.452 1.144
N 0.248 -2.495 -0.497
S 0.865 -1.621 0.480
H -1.305 1.403 0.990
H 0.411 1.544 0.602
H -0.845 0.781 -0.598
H 0.547 0.629 2.796
H 0.545 -1.193 2.805
H -0.906 -0.273 3.394
H 0.970 1.263 -2.295
H 0.183 0.698 -4.106
H 1.465 -0.194 -3.276
H -1.443 -0.898 1.068
H -0.247 -0.181 -2.565
*
```

Its HOMO energy is -8.5 eV. The value obtained for the LUMO energy is -0.33 eV.


d | The following is a quantum chemistry calculation of the molecule C4H11NS, from OMol25.

The geometry in ORCA input format:
```
! RIJCOSX wB97M-V def2-TZVPD def2/J DEFGRID3
* xyz 0 1
C -1.564 0.009 1.573
C -0.255 0.696 1.971
S 0.981 1.042 0.587
C 1.099 -0.588 -0.227
N 0.340 -0.794 -1.449
C 0.687 0.166 -2.532
H -1.851 0.441 0.605
H -1.530 -1.086 1.471
H -2.317 0.147 2.357
H -0.387 1.664 2.442
H 0.232 0.020 2.685
H 2.152 -0.827 -0.348
H 0.692 -1.295 0.508
H -0.641 -0.693 -1.222
H 0.917 -0.406 -3.433
H -0.154 0.821 -2.756
H 1.600 0.683 -2.233
*
```

Its HOMO energy is -8.5 eV. As for the SMILES: CCSCNC. The value obtained for the LUMO energy is 0.97 eV.


Tell me which of them is the least stable. Sure, it is c.


a | The following is a quantum chemistry calculation of the molecule C19H28N2O3S2, from OMol25.

The geometry in ORCA input format:
```
! RIJCOSX wB97M-V def2-TZVPD def2/J DEFGRID3
* xyz 0 1
C -0.291 -4.010 1.445
S 0.855 -2.625 1.446
C -0.336 -1.272 1.331
C -1.119 -1.314 0.021
O -2.225 -1.823 -0.021
N -0.565 -0.675 -1.052
C 0.854 -0.451 -1.295
C 1.181 -1.214 -2.595
C 1.813 -2.585 -2.348
S 0.445 -3.738 -2.083
C -0.462 -2.922 -3.417
C -0.193 -1.406 -3.310
C -0.253 -0.779 -4.697
C -1.197 -0.726 -2.358
C -1.257 -1.119 2.569
N -0.693 0.213 2.764
C -0.974 1.108 3.746
O -1.542 0.766 4.767
C -0.634 2.590 3.524
C -0.915 3.130 2.111
C 0.471 3.435 1.547
C 0.791 3.286 0.091
C 0.698 4.651 0.702
C 1.465 3.031 2.618
O 0.722 2.904 3.822
C 0.280 0.109 1.683
H 0.312 -4.915 1.504
H -0.950 -3.962 2.311
H -0.877 -4.027 0.531
H 1.011 0.622 -1.463
H 1.480 -0.750 -0.460
H 1.866 -0.613 -3.198
H 2.390 -2.905 -3.218
H 2.476 -2.591 -1.483
H -0.115 -3.307 -4.378
H -1.521 -3.156 -3.316
H -1.239 -0.920 -5.145
H -0.054 0.293 -4.653
H 0.485 -1.233 -5.361
H -2.179 -1.188 -2.319
H -1.336 0.311 -2.695
H -2.323 -1.112 2.347
H -1.034 -1.808 3.385
H -1.246 3.097 4.269
H -1.469 2.416 1.500
H -1.501 4.046 2.182
H 1.771 2.915 -0.184
H -0.002 2.960 -0.573
H -0.158 5.270 0.463
H 1.613 5.212 0.847
H 1.954 2.080 2.375
H 2.241 3.780 2.783
H 1.314 0.060 2.035
H 0.172 0.865 0.905
*
```

Its HOMO energy is -8.6 eV. As for the SMILES: CSC1(C(=O)N2C[C@H]3CSC[C@@]3(C)C2)CN(C(=O)[C@@H]2CC3(CC3)CO2)C1. The value obtained for the LUMO energy is 0.39 eV.


b | The following is a quantum chemistry calculation of the molecule C19H28N2O3S2, from OMol25.

The geometry in ORCA input format:
```
! RIJCOSX wB97M-V def2-TZVPD def2/J DEFGRID3
* xyz 0 1
C -3.054 3.334 0.418
S -2.818 1.567 0.690
C -1.028 1.440 0.434
C -0.669 1.936 -0.955
O -0.260 3.077 -1.108
N -0.854 1.101 -2.002
C -1.479 -0.223 -1.990
C -2.037 -0.333 -3.405
C -3.363 0.418 -3.545
S -3.415 1.148 -5.213
C -1.661 0.810 -5.566
C -0.993 0.412 -4.255
C 0.256 -0.429 -4.502
C -0.664 1.614 -3.361
C -0.181 2.066 1.567
N 0.090 0.712 2.057
C 1.187 0.353 2.770
O 1.884 1.170 3.341
C 1.469 -1.146 2.845
C 1.706 -1.607 4.293
C 2.978 -2.417 4.166
C 3.680 -3.044 5.321
C 2.977 -3.910 4.301
C 3.702 -1.747 3.029
O 2.663 -1.413 2.108
C -0.515 0.051 0.897
H -4.105 3.535 0.618
H -2.443 3.916 1.106
H -2.816 3.617 -0.605
H -0.743 -1.009 -1.799
H -2.261 -0.283 -1.233
H -2.146 -1.369 -3.728
H -4.216 -0.245 -3.411
H -3.433 1.213 -2.800
H -1.584 -0.002 -6.289
H -1.201 1.698 -6.002
H 0.966 0.114 -5.129
H 0.764 -0.669 -3.566
H 0.004 -1.364 -5.005
H -1.339 2.455 -3.541
H 0.357 1.973 -3.498
H 0.713 2.579 1.213
H -0.718 2.698 2.273
H 0.663 -1.712 2.372
H 1.873 -0.737 4.929
H 0.868 -2.183 4.685
H 4.762 -3.041 5.320
H 3.231 -2.946 6.300
H 2.055 -4.391 4.600
H 3.590 -4.483 3.618
H 4.211 -0.837 3.365
H 4.413 -2.394 2.516
H -1.288 -0.681 1.136
H 0.220 -0.391 0.221
*
```

Its HOMO energy is -8.7 eV. As for the SMILES: CSC1(C(=O)N2C[C@H]3CSC[C@@]3(C)C2)CN(C(=O)[C@@H]2CC3(CC3)CO2)C1. The value obtained for the LUMO energy is 0.46 eV.


Tell me which of them is the least stable. Sure, it is a.


a | The following is a quantum chemistry calculation of the molecule C7H6N4S, from OMol25.

The geometry in ORCA input format:
```
! RIJCOSX wB97M-V def2-TZVPD def2/J DEFGRID3
* xyz 0 1
C -2.597 -0.650 -1.094
C -3.422 0.377 -0.744
S -2.776 1.197 0.635
C -1.347 0.144 0.495
C -0.157 0.213 1.289
N 0.771 -0.919 1.413
C 1.668 -0.406 0.446
C 2.782 -0.511 -0.262
C 2.877 0.842 -0.774
N 1.804 1.565 -0.490
N 1.127 0.799 0.348
N -1.499 -0.753 -0.364
H -2.705 -1.401 -1.905
H -4.387 0.536 -0.978
H -0.004 0.826 2.164
H 0.623 -1.910 1.557
H 3.577 -1.277 -0.354
H 3.666 1.327 -1.382
*
```

Its HOMO energy is -8.1 eV. As for the SMILES: c1csc([C@H]2Nc3ccnn32)n1. The value obtained for the LUMO energy is -0.09 eV.


b | The following is a quantum chemistry calculation of the molecule C7H6N4S, from OMol25.

The geometry in ORCA input format:
```
! RIJCOSX wB97M-V def2-TZVPD def2/J DEFGRID3
* xyz 0 1
C 1.261 -1.942 0.521
C 1.735 -0.650 0.077
C -0.153 -1.971 0.363
C 0.410 1.368 -0.598
C 0.656 0.106 -0.298
C -1.013 1.867 -0.585
C -2.027 -0.702 -0.137
N 2.322 -2.612 1.022
N 3.035 -0.597 0.274
N -0.593 -0.776 -0.068
N 3.336 -1.776 0.793
S -2.371 0.720 -1.080
H -0.769 -2.873 0.511
H 1.061 2.076 -0.880
H -1.230 2.144 0.503
H -1.112 2.638 -1.486
H -2.576 -1.551 -0.640
H 4.300 -1.777 1.110
*
```

Its HOMO energy (spin up / spin down) is -6.4 / -7.3 eV. The value obtained for the LUMO energy (spin up / spin down) is -0.39 / -0.27 eV.


Tell me which of them is the least stable. Sure, it is b.


a | The following is a quantum chemistry calculation of a cluster of 2 separate species, C4H5O2S in total, from OMol25.

The geometry in ORCA input format:
```
! RIJCOSX wB97M-V def2-TZVPD def2/J DEFGRID3
* xyz -1 1
C 3.171 -0.572 -0.063
C 0.450 0.147 -0.637
C -0.582 0.128 0.415
C -2.079 -0.026 0.164
O 2.918 -1.676 0.175
O 3.649 0.459 -0.259
S 0.148 1.789 0.186
H -0.029 0.203 -1.641
H -0.273 -0.264 1.384
H -2.535 0.946 -0.031
H -2.585 -0.477 1.020
H -2.251 -0.657 -0.713
*
```

Its HOMO energy is -1.9 eV. The value obtained for the LUMO energy is 3.78 eV.


b | The following is a quantum chemistry calculation of a structure of composition C4H5O2S, from OMol25.

The geometry in ORCA input format:
```
! RIJCOSX wB97M-V def2-TZVPD def2/J DEFGRID3
* xyz -1 1
C -3.185 -0.469 0.196
C -1.972 0.332 0.736
C -0.529 0.456 -0.671
C 0.599 -0.007 0.138
O -3.366 -1.401 0.972
O -3.711 -0.067 -0.805
S -1.379 1.885 -0.109
H -1.313 0.081 1.660
H -0.798 -0.025 -1.645
H 0.345 -0.943 0.603
H 0.844 0.656 0.903
H 1.502 -0.256 -0.500
*
```

Its HOMO energy is -4.2 eV. The value obtained for the LUMO energy is 3.47 eV.


Tell me which of them is the least stable. Sure, it is b.